# 1
Molecular formula: C22H30N6O2
Method: DFT, ωB97M-V with the def2-TZVPD basis set

Summary:
E_HOMO, eV: -7.77
Electronic energy, Ha: -1335.40827
Energy relative to the best compared isomer or geometry (same formula, charge and spin), eV: 0.347
HOMO-LUMO gap, eV: 8.41
Spin multiplicity: 1

Geometry (Å):
C1 -6.35 -0.82 -0.68
C2 -5.82 -0.06 0.53
C3 -4.31 -0.23 0.67
C4 -3.75 0.57 1.84
O1 -2.35 0.42 2.01
C5 -1.56 1.08 1.17
N1 -2.10 1.79 0.19
C6 -1.27 2.43 -0.64
N2 -1.87 3.10 -1.69
C7 0.10 2.36 -0.47
C8 0.58 1.63 0.64
N3 -0.27 0.98 1.44
N4 1.89 1.62 0.92
C9 2.42 0.74 1.95
C10 2.96 -0.51 1.31
C11 4.31 -0.67 1.02
C12 4.74 -1.77 0.31
C13 3.83 -2.71 -0.14
C14 2.48 -2.57 0.15
C15 1.49 -3.60 -0.33
N5 0.17 -3.04 -0.49
C16 0.04 -2.05 -1.55
C17 -1.40 -2.18 -2.07
C18 -2.06 -3.17 -1.11
C19 -0.88 -4.02 -0.67
C20 2.06 -1.48 0.88
C21 2.87 2.31 0.11
C22 2.36 2.93 -1.19
O2 3.12 3.38 -2.01
N6 1.02 2.96 -1.35
H1 -5.90 -0.45 -1.60
H2 -6.12 -1.88 -0.60
H3 -7.43 -0.71 -0.76
H4 -6.05 1.00 0.42
H5 -6.31 -0.42 1.43
H6 -3.81 0.10 -0.25
H7 -4.07 -1.29 0.82
H8 -3.98 1.64 1.69
H9 -4.19 0.23 2.78
H10 -1.42 3.94 -2.01
H11 -2.87 3.17 -1.59
H12 1.59 0.51 2.62
H13 3.21 1.28 2.50
H14 5.02 0.07 1.36
H15 5.80 -1.89 0.09
H16 4.18 -3.56 -0.71
H17 1.86 -4.06 -1.26
H18 1.42 -4.39 0.43
H19 0.23 -1.06 -1.14
H20 0.76 -2.23 -2.36
H21 -1.41 -2.58 -3.09
H22 -1.92 -1.22 -2.08
H23 -2.86 -3.75 -1.58
H24 -2.46 -2.64 -0.25
H25 -1.06 -4.56 0.26
H26 -0.63 -4.76 -1.46
H27 1.01 -1.37 1.12
H28 3.33 3.12 0.69
H29 3.67 1.61 -0.17
H30 0.68 3.32 -2.23

# 2
Molecular formula: C22H30N6O6S2Ti
Method: DFT, ωB97M-V with the def2-TZVPD basis set

Summary:
E_HOMO, eV: -14.58
Electronic energy, Ha: -3281.66118
HOMO-LUMO gap, eV: 7.07
Net charge: +2
Spin multiplicity: 1

Geometry (Å):
Ti1 -1.15 0.41 -0.88
O1 -2.49 1.75 -1.36
C1 -3.26 1.07 -0.55
O2 -2.69 0.71 0.51
C2 -4.42 0.34 -1.10
C3 -5.76 0.67 -0.99
C4 -6.70 -0.19 -1.56
C5 -6.29 -1.34 -2.22
C6 -4.94 -1.66 -2.33
C7 -4.00 -0.81 -1.77
S1 -2.26 -1.25 -1.91
H1 -6.07 1.56 -0.47
H2 -7.75 0.05 -1.49
H3 -7.03 -2.00 -2.66
H4 -4.63 -2.56 -2.84
C8 -0.57 -0.04 -6.07
C9 -1.38 1.10 -5.47
N1 -1.04 1.24 -4.05
C10 0.09 0.79 -3.52
N2 0.27 0.86 -2.15
C11 1.61 1.31 -1.68
C12 2.72 1.00 -2.69
C13 2.29 -0.13 -3.60
N3 1.04 0.26 -4.26
C14 0.89 0.14 -5.72
H5 -0.70 -0.05 -7.15
H6 -0.93 -1.00 -5.68
H7 -2.45 0.89 -5.54
H8 -1.18 2.04 -5.98
H9 -1.68 1.72 -3.44
H10 1.82 0.80 -0.74
H11 1.57 2.38 -1.48
H12 3.64 0.75 -2.17
H13 2.92 1.88 -3.31
H14 2.14 -1.06 -3.04
H15 3.03 -0.33 -4.38
H16 1.47 -0.73 -6.03
H17 1.32 1.02 -6.21
C15 3.63 1.36 7.81
C16 3.80 0.73 6.43
S2 2.23 0.16 5.85
O3 1.71 -0.84 6.73
O4 1.39 1.28 5.49
C17 2.56 -0.67 4.28
C18 1.23 -1.34 3.91
N4 0.92 -1.22 2.47
C19 0.10 -0.29 1.97
N5 -0.03 -0.46 0.64
C20 0.75 -1.54 0.29
C21 1.35 -2.00 1.41
N6 2.30 -3.08 1.50
O5 2.51 -3.68 0.47
O6 2.82 -3.28 2.57
C22 -0.57 0.76 2.79
H18 4.60 1.71 8.16
H19 3.25 0.63 8.52
H20 2.95 2.21 7.77
H21 4.46 -0.13 6.45
H22 4.16 1.45 5.69
H23 3.37 -1.38 4.36
H24 2.82 0.12 3.57
H25 0.40 -0.86 4.42
H26 1.23 -2.39 4.18
H27 0.84 -1.92 -0.72
H28 -1.42 0.33 3.32
H29 -0.94 1.55 2.15
H30 0.11 1.17 3.53

# 3
Molecular formula: C22H30N9O2S
Method: DFT, ωB97M-V with the def2-TZVPD basis set

Summary:
E_HOMO, eV: -12.42
Electronic energy, Ha: -1897.38995
HOMO-LUMO gap, eV: 7.96
Net charge: +1
Spin multiplicity: 1

Geometry (Å):
N1 -1.42 2.82 -0.59
C1 -1.05 3.35 0.51
C2 -1.98 3.35 1.82
C3 -1.81 1.90 2.43
C4 -2.63 0.84 1.79
C5 -2.50 -0.56 2.27
C6 -3.34 -1.70 1.63
O1 -4.53 -1.61 1.64
O2 -2.62 -2.76 1.03
S1 -1.90 -2.01 -0.34
C7 -1.51 -0.78 3.38
C8 -0.78 0.36 3.94
N2 -0.93 1.66 3.46
H1 -2.38 2.44 -0.51
H2 -0.03 3.81 0.67
H3 -1.70 4.15 2.55
H4 -3.07 3.52 1.56
H5 -3.34 1.09 0.95
H6 -0.75 -1.38 0.11
H7 -1.33 -1.80 3.79
H8 -0.04 0.23 4.77
H9 -0.40 2.45 3.84
C9 -5.91 -1.19 4.73
C10 -5.61 0.08 5.44
N3 -5.38 1.06 5.99
H10 -5.83 -1.04 3.66
H11 -5.20 -1.96 5.04
H12 -6.92 -1.52 4.97
C11 0.04 -5.42 -2.88
C12 0.32 -4.16 -2.15
N4 0.54 -3.19 -1.58
H13 0.14 -5.26 -3.95
H14 0.74 -6.20 -2.57
H15 -0.98 -5.76 -2.66
C13 1.84 0.10 -0.19
C14 1.99 0.54 1.22
N5 2.10 0.88 2.32
H16 1.73 -0.98 -0.23
H17 0.96 0.57 -0.63
H18 2.72 0.39 -0.76
C15 6.17 0.30 2.19
C16 5.48 -0.19 0.97
N6 4.96 -0.57 0.02
H19 5.58 1.10 2.65
H20 6.27 -0.51 2.91
H21 7.15 0.68 1.94
C17 5.26 -1.17 -3.58
C18 6.11 -1.14 -4.80
N7 6.77 -1.11 -5.74
H22 4.27 -0.77 -3.81
H23 5.16 -2.19 -3.22
H24 5.71 -0.56 -2.80
C19 -7.01 1.81 1.16
C20 -5.72 1.75 0.43
N8 -4.72 1.71 -0.14
H25 -7.22 2.84 1.46
H26 -7.81 1.45 0.52
H27 -6.95 1.19 2.05
C21 5.75 1.05 -8.14
C22 5.16 2.41 -8.06
N9 4.70 3.46 -7.99
H28 6.58 1.05 -8.85
H29 6.11 0.74 -7.16
H30 4.99 0.34 -8.48

# 4
Molecular formula: C22H30O2SiSr
Method: DFT, ωB97M-V with the def2-TZVPD basis set

Summary:
E_HOMO, eV: -4.07
Electronic energy, Ha: -1326.66401
Energy relative to the best compared isomer or geometry (same formula, charge and spin), eV: 0.000
HOMO-LUMO gap, eV: 3.85
Spin multiplicity: 1

Geometry (Å):
C1 1.02 2.37 3.39
C2 1.36 2.82 2.09
C3 0.15 3.01 1.36
H1 2.37 3.02 1.72
C4 -0.94 2.69 2.22
C5 -0.40 2.29 3.48
H2 -0.97 2.06 4.38
H3 1.71 2.19 4.22
H4 0.06 3.36 0.33
H5 -2.00 2.81 2.00
Sr1 0.43 0.26 1.62
C6 -1.67 -2.74 -1.79
H6 -2.26 -1.96 -2.31
H7 -2.31 -3.63 -2.15
H8 -1.93 -3.09 -0.73
Si1 0.23 0.51 -1.22
C7 1.57 -0.26 -2.22
C8 2.54 0.76 -2.45
H9 2.50 1.68 -1.85
C9 3.49 0.60 -3.45
H10 4.19 1.41 -3.66
C10 3.55 -0.58 -4.19
H11 4.30 -0.69 -4.98
C11 2.67 -1.63 -3.90
H12 2.72 -2.56 -4.46
C12 1.71 -1.48 -2.90
H13 1.06 -2.33 -2.64
C13 -1.08 0.92 -2.40
C14 -0.77 1.08 -3.78
H14 0.22 0.77 -4.16
C15 -1.65 1.68 -4.68
H15 -1.35 1.85 -5.72
C16 -2.92 2.09 -4.25
H16 -3.62 2.58 -4.95
C17 -3.29 1.89 -2.91
H17 -4.28 2.21 -2.57
C18 -2.39 1.30 -2.00
H18 -2.70 1.16 -0.96
H19 -0.70 -3.08 -2.27
H20 -1.22 -2.10 -1.11
C19 2.64 -0.91 3.91
O1 1.40 -1.22 3.20
C20 0.72 -2.48 3.52
C21 -0.75 -2.20 3.84
O2 -1.19 -1.01 3.13
C22 -2.46 -0.52 3.57
H21 3.40 -0.73 3.15
H22 2.92 -1.76 4.56
H23 2.46 -0.01 4.51
H24 0.80 -3.13 2.62
H25 1.22 -2.97 4.39
H26 -1.35 -3.07 3.51
H27 -0.85 -2.07 4.93
H28 -3.18 -1.34 3.73
H29 -2.36 0.04 4.51
H30 -2.83 0.14 2.79